192
Properties=species:S:1:pos:R:3:lowdin_charge:R:1 method="wB97M-V/def2-TZVPD" molar_mass_g_mol=1081.5 de_lowest_ev=7.5268 smiles=COCCOC.COCCOC.COCCOC.COCCOC.COCCOC.COCCOC.COCCOC.COCCOC.COCCOC.COCCOC.COCCOC.COCCOC
C -23.470 -4.675 -2.898 -0.1002
O -22.331 -4.724 -2.036 -0.2156
C -21.075 -4.417 -2.618 -0.1819
C -19.971 -5.217 -1.830 -0.1386
O -19.983 -6.632 -2.171 -0.1827
C -20.273 -7.575 -1.181 -0.1143
H -24.126 -5.266 -2.259 0.0843
H -23.406 -5.297 -3.792 0.0880
H -23.918 -3.692 -3.041 0.0829
H -20.970 -3.340 -2.484 0.1151
H -21.098 -4.639 -3.685 0.1195
H -20.001 -5.029 -0.757 0.1115
H -19.071 -4.704 -2.167 0.0982
H -19.811 -8.561 -1.240 0.0915
H -21.321 -7.604 -0.883 0.0876
H -19.846 -7.125 -0.285 0.0534
C -21.659 -1.044 3.485 -0.0667
O -21.099 -0.913 2.140 -0.2095
C -21.671 -1.681 1.046 -0.1531
C -23.205 -1.354 0.833 -0.1848
O -23.303 0.040 0.627 -0.2020
C -22.538 0.540 -0.548 -0.0635
H -21.133 -1.776 4.096 0.0577
H -22.738 -1.196 3.533 0.0809
H -21.656 -0.133 4.083 0.0694
H -21.505 -2.737 1.260 0.1110
H -21.044 -1.430 0.191 0.1039
H -23.813 -1.626 1.696 0.1096
H -23.687 -1.824 -0.025 0.1158
H -21.615 0.948 -0.135 0.0609
H -23.032 1.414 -0.974 0.0844
H -22.278 -0.151 -1.350 0.0841
C -18.863 1.567 -2.909 -0.0686
O -19.395 1.834 -4.242 -0.1737
C -18.371 2.380 -5.059 -0.2243
C -17.584 1.383 -5.915 -0.1558
O -16.347 0.893 -5.323 -0.1866
C -15.286 1.774 -5.298 -0.1498
H -19.697 1.221 -2.298 0.0708
H -18.307 2.335 -2.372 0.0849
H -18.233 0.686 -3.031 0.0830
H -17.681 3.048 -4.543 0.1135
H -18.854 3.056 -5.764 0.1182
H -17.501 1.947 -6.844 0.1150
H -18.133 0.472 -6.153 0.1272
H -14.416 1.338 -4.806 0.0765
H -15.433 2.718 -4.773 0.0842
H -14.810 1.887 -6.272 0.0861
C -17.791 -0.306 1.034 -0.0792
O -16.869 -0.145 -0.063 -0.1987
C -15.771 -1.090 -0.091 -0.1743
C -14.641 -0.577 -0.919 -0.1960
O -14.154 0.606 -0.300 -0.1962
C -12.935 1.210 -0.791 -0.0627
H -17.154 -0.298 1.918 0.0694
H -18.358 -1.236 1.003 0.0720
H -18.613 0.411 1.031 0.0760
H -16.309 -1.878 -0.618 0.1301
H -15.351 -1.394 0.867 0.1145
H -14.783 -0.483 -1.995 0.1337
H -13.845 -1.304 -0.753 0.0932
H -12.107 0.660 -0.344 0.0752
H -12.833 2.216 -0.383 0.0626
H -12.796 1.255 -1.871 0.0828
C -13.668 5.362 -0.649 -0.0941
O -13.282 4.684 0.539 -0.1873
C -14.370 3.975 1.113 -0.1912
C -15.380 4.702 2.082 -0.1414
O -16.270 5.626 1.375 -0.2231
C -17.415 4.995 0.743 -0.0846
H -13.863 4.565 -1.366 0.0804
H -12.852 5.971 -1.038 0.0882
H -14.554 5.996 -0.625 0.0847
H -13.924 3.268 1.814 0.1121
H -15.008 3.487 0.376 0.1120
H -14.837 5.375 2.745 0.1190
H -16.027 4.208 2.807 0.1165
H -18.089 5.749 0.337 0.0879
H -17.901 4.287 1.414 0.0642
H -17.093 4.410 -0.119 0.0671
C -13.757 0.381 3.102 -0.0885
O -13.984 0.734 4.467 -0.1818
C -15.296 0.315 4.906 -0.1848
C -15.673 0.896 6.313 -0.1433
O -14.676 0.685 7.354 -0.1935
C -14.402 -0.689 7.631 -0.1167
H -14.424 0.836 2.369 0.0766
H -13.904 -0.698 3.050 0.0775
H -12.686 0.571 3.032 0.0899
H -15.405 -0.765 5.003 0.0810
H -16.078 0.436 4.156 0.1091
H -16.551 0.479 6.806 0.1155
H -15.855 1.970 6.309 0.1177
H -13.960 -1.290 6.836 0.0763
H -15.278 -1.249 7.959 0.0829
H -13.663 -0.728 8.431 0.0850
C -16.206 -3.615 4.560 -0.0772
O -17.340 -3.285 5.409 -0.1682
C -18.488 -2.880 4.704 -0.2259
C -19.248 -4.024 4.113 -0.1750
O -18.627 -4.453 2.861 -0.1957
C -19.076 -5.688 2.439 -0.1527
H -15.295 -3.851 5.110 0.0853
H -15.939 -2.629 4.181 0.0657
H -16.329 -4.462 3.885 0.0771
H -18.355 -2.201 3.862 0.1233
H -19.121 -2.367 5.428 0.1281
H -20.204 -3.717 3.689 0.1055
H -19.498 -4.776 4.862 0.1338
H -18.649 -5.960 1.474 0.0729
H -20.144 -5.810 2.254 0.0872
H -18.708 -6.451 3.125 0.0922
C -16.354 -3.001 -5.535 -0.0532
O -16.794 -4.377 -5.913 -0.2025
C -17.450 -5.181 -4.887 -0.1683
C -16.440 -5.500 -3.799 -0.2191
O -16.051 -4.426 -2.970 -0.2200
C -14.917 -4.437 -2.106 -0.0723
H -15.272 -3.134 -5.525 0.0855
H -16.866 -2.614 -4.654 0.0811
H -16.573 -2.238 -6.283 0.0672
H -17.825 -6.157 -5.197 0.1285
H -18.255 -4.616 -4.419 0.1043
H -15.623 -6.082 -4.227 0.1292
H -16.960 -6.042 -3.009 0.1168
H -14.087 -4.964 -2.576 0.0915
H -15.148 -4.947 -1.171 0.0733
H -14.565 -3.459 -1.777 0.0640
C -14.094 -4.412 1.691 -0.1348
O -13.511 -3.493 0.824 -0.1987
C -12.052 -3.666 0.735 -0.1508
C -11.338 -2.659 -0.167 -0.1675
O -11.861 -2.884 -1.483 -0.1905
C -11.398 -2.046 -2.510 -0.1156
H -13.556 -4.532 2.631 0.0916
H -14.378 -5.344 1.202 0.0869
H -15.062 -4.037 2.023 0.0669
H -11.972 -4.679 0.341 0.1243
H -11.535 -3.712 1.694 0.1198
H -10.258 -2.637 -0.027 0.1316
H -11.741 -1.688 0.121 0.1078
H -11.745 -1.016 -2.420 0.0594
H -11.925 -2.369 -3.408 0.0932
H -10.351 -1.817 -2.707 0.0854
C -22.683 5.342 0.901 -0.1538
O -21.834 4.826 1.848 -0.1951
C -21.534 3.368 1.754 -0.1305
C -20.579 2.877 2.894 -0.1999
O -20.965 3.464 4.106 -0.1921
C -22.335 3.142 4.469 -0.0733
H -22.479 6.406 0.780 0.0863
H -23.674 5.334 1.355 0.0826
H -22.700 4.844 -0.068 0.0856
H -20.916 3.152 0.883 0.1111
H -22.509 2.892 1.854 0.1125
H -19.563 3.250 2.761 0.1075
H -20.567 1.791 2.978 0.1052
H -22.255 3.035 5.551 0.0827
H -22.636 2.196 4.018 0.0804
H -22.983 4.014 4.382 0.0901
C -9.379 2.390 -3.837 -0.1156
O -9.304 2.919 -2.534 -0.1788
C -8.409 2.202 -1.729 -0.2076
C -8.222 3.041 -0.433 -0.1753
O -9.237 2.719 0.512 -0.1825
C -10.252 3.679 0.626 -0.1189
H -10.359 2.400 -4.314 0.0809
H -9.053 1.352 -3.912 0.0803
H -8.727 2.980 -4.481 0.0870
H -7.463 1.998 -2.230 0.1173
H -8.793 1.219 -1.456 0.1193
H -8.291 4.108 -0.647 0.1198
H -7.212 2.948 -0.035 0.1174
H -9.792 4.563 1.067 0.0911
H -10.942 3.350 1.403 0.0787
H -10.780 4.014 -0.267 0.0819
C -7.799 7.682 6.268 -0.1773
O -8.743 6.829 5.803 -0.1865
C -8.399 5.439 5.980 -0.1524
C -9.657 4.523 6.070 -0.1484
O -10.220 4.237 4.742 -0.1655
C -10.967 3.081 4.848 -0.1564
H -7.944 8.718 5.963 0.0883
H -6.855 7.498 5.755 0.0845
H -7.706 7.643 7.354 0.0900
H -7.823 5.361 6.902 0.1125
H -7.711 5.233 5.159 0.1282
H -10.413 4.747 6.823 0.1296
H -9.226 3.606 6.472 0.1046
H -11.045 2.457 3.958 0.0749
H -11.966 3.451 5.077 0.0909
H -10.749 2.392 5.665 0.0841